This record from the Open Molecules 2025 dataset describes a molecular structure, C31H30Br2N2PtSSbSi. The level of theory is the ωB97M-V functional and the def2-TZVPD basis.

Last column: Mulliken charge in e.
Positions of all 69 atoms, in Å:
Pt (-0.96, -0.76, 1.48)  1.0979
Br (5.62, -2.71, 2.26)  -0.1361
C (3.83, -2.22, 1.94)  -0.3259
C (3.45, -1.76, 0.69)  -0.9463
C (2.13, -1.39, 0.52)  -0.2578
N (1.23, -1.44, 1.49)  -0.1231
C (1.59, -1.94, 2.68)  0.9680
C (2.90, -2.34, 2.95)  -0.6934
C (0.50, -2.06, 3.69)  0.7300
C (0.76, -2.41, 5.00)  -0.7268
C (-0.29, -2.50, 5.90)  -0.1446
Br (0.04, -2.97, 7.68)  -0.1129
C (-1.57, -2.23, 5.46)  -1.2034
C (-1.75, -1.89, 4.14)  -0.2758
N (-0.76, -1.80, 3.25)  0.1402
H (4.16, -1.69, -0.13)  0.5592
H (1.79, -1.03, -0.44)  0.6168
H (3.19, -2.73, 3.91)  0.4085
H (1.77, -2.61, 5.33)  0.4264
H (-2.42, -2.29, 6.13)  0.4587
H (-2.74, -1.68, 3.77)  0.6796
C (-3.84, -0.82, -0.58)  -0.9769
Si (-3.27, -1.00, 1.21)  0.6440
C (-4.26, 0.18, 2.29)  -1.1251
C (-3.71, -2.80, 1.58)  -1.2441
H (-4.91, -1.04, -0.63)  0.4181
H (-3.33, -1.54, -1.21)  0.2159
H (-3.68, 0.18, -0.98)  0.2605
H (-5.32, -0.10, 2.32)  0.3986
H (-4.20, 1.19, 1.87)  0.2944
H (-3.90, 0.24, 3.31)  0.3359
H (-4.79, -2.92, 1.45)  0.4024
H (-3.45, -3.21, 2.56)  0.4394
H (-3.22, -3.43, 0.83)  0.2733
S (-1.32, 1.22, 0.38)  -0.7600
Sb (0.06, 1.52, -1.43)  1.1911
C (2.05, 1.64, -0.76)  0.2511
C (3.11, 1.37, -1.61)  -0.1583
C (4.41, 1.40, -1.12)  -0.7602
C (4.64, 1.71, 0.22)  -0.4556
C (3.57, 1.99, 1.06)  -0.7232
C (2.27, 1.95, 0.58)  -0.6272
C (-0.33, 3.27, -2.51)  0.5266
C (-1.41, 3.30, -3.39)  -0.5520
C (-1.67, 4.46, -4.10)  -0.6316
C (-0.86, 5.58, -3.93)  -0.4567
C (0.21, 5.54, -3.05)  -0.6782
C (0.48, 4.38, -2.34)  -0.4381
C (-0.05, -0.07, -2.78)  0.7531
C (0.23, 0.13, -4.13)  -0.6353
C (0.16, -0.94, -5.01)  -0.6836
C (-0.18, -2.20, -4.54)  -0.5301
C (-0.45, -2.40, -3.19)  -1.0511
C (-0.39, -1.33, -2.31)  -0.5069
H (2.94, 1.12, -2.65)  0.4236
H (5.24, 1.18, -1.78)  0.4295
H (5.65, 1.73, 0.59)  0.4527
H (3.76, 2.23, 2.10)  0.4381
H (1.44, 2.15, 1.24)  0.4781
H (-2.04, 2.43, -3.53)  0.4061
H (-2.51, 4.50, -4.79)  0.4069
H (-1.07, 6.48, -4.48)  0.3990
H (0.84, 6.41, -2.92)  0.4084
H (1.33, 4.35, -1.66)  0.4235
H (0.47, 1.12, -4.50)  0.4498
H (0.37, -0.79, -6.06)  0.4187
H (-0.23, -3.03, -5.22)  0.3970
H (-0.72, -3.38, -2.83)  0.4622
H (-0.60, -1.49, -1.25)  0.4572

The calculation puts the energy relative to the best compared isomer or geometry (same formula, charge and spin) at 19.0 kJ/mol. The calculation puts the HOMO energy at -0.39433 Eh. Its charge is +1. Its orbital gap is 0.274 Eh. Its total energy is -7503.942690 a.u.

=====

This record from the Open Molecules 2025 dataset describes a molecular structure, C16H22F6N2O3PSTe4Ti. The level of theory is the ωB97M-V functional and the def2-TZVPD basis.

Last column: Löwdin spin population.
Positions of all 56 atoms, in Å:
Ti (-2.34, 0.76, 0.94)  1.0702
C (1.14, 2.92, 0.87)  0.0000
O (0.61, 1.91, 1.71)  -0.0006
C (1.61, 1.38, 2.56)  -0.0001
C (1.04, 0.42, 3.58)  -0.0002
O (0.19, -0.52, 2.95)  0.0057
C (0.15, -1.81, 3.55)  -0.0004
C (0.00, -2.86, 2.48)  0.0001
O (-1.12, -2.58, 1.69)  0.0026
C (-1.37, -3.57, 0.72)  -0.0002
H (1.56, 3.74, 1.46)  0.0000
H (1.93, 2.51, 0.22)  0.0000
H (0.32, 3.29, 0.26)  0.0000
H (2.38, 0.88, 1.96)  0.0000
H (2.09, 2.19, 3.12)  0.0000
H (1.89, -0.09, 4.04)  0.0001
H (0.50, 0.95, 4.37)  -0.0003
H (1.08, -2.01, 4.08)  0.0001
H (-0.68, -1.86, 4.26)  -0.0004
H (0.91, -2.88, 1.85)  0.0000
H (-0.09, -3.84, 2.97)  0.0000
H (-1.58, -4.54, 1.17)  0.0000
H (-2.25, -3.25, 0.16)  -0.0006
H (-0.52, -3.68, 0.03)  -0.0001
Te (-4.55, -0.82, 0.78)  -0.0472
Te (-4.06, -1.61, 5.38)  -0.0118
Te (-3.38, -0.31, 3.18)  -0.0240
Te (-2.33, 2.17, 3.29)  -0.0491
F (-2.03, 2.48, -0.09)  0.0104
P (-3.60, 3.30, -0.52)  0.0019
F (-4.17, 2.51, 0.78)  0.0112
F (-2.85, 3.91, -1.77)  0.0002
F (-3.90, 1.97, -1.37)  0.0029
F (-5.00, 3.95, -0.86)  0.0002
F (-3.13, 4.50, 0.39)  0.0006
S (1.31, -2.25, -3.68)  0.0015
C (0.39, -1.44, -2.39)  0.0083
C (-0.94, -1.11, -2.58)  -0.0018
C (-1.64, -0.50, -1.54)  0.0082
N (-1.07, -0.24, -0.36)  0.0027
C (0.22, -0.56, -0.17)  0.0102
C (0.98, -1.16, -1.16)  -0.0019
C (2.46, -0.93, -4.02)  0.0006
C (3.79, -1.04, -3.64)  0.0001
C (4.65, 0.01, -3.92)  0.0000
N (4.27, 1.12, -4.55)  0.0001
C (3.00, 1.21, -4.92)  0.0000
C (2.06, 0.22, -4.69)  0.0002
H (-1.44, -1.32, -3.51)  -0.0003
H (-2.68, -0.22, -1.67)  0.0001
H (0.61, -0.35, 0.81)  0.0010
H (2.01, -1.40, -0.97)  -0.0003
H (4.14, -1.93, -3.12)  0.0000
H (5.69, -0.05, -3.63)  0.0000
H (2.71, 2.12, -5.43)  0.0000
H (1.03, 0.34, -5.02)  0.0000

The calculation puts the energy relative to the best compared isomer or geometry (same formula, charge and spin) at 269.1 kJ/mol. The spin multiplicity is 2. The calculation puts the HOMO energy (alpha / beta) at -0.26075 / -0.25949 Eh. Its orbital gap (alpha / beta) is 0.200 / 0.200 Eh. Its total energy is -4218.581559 a.u.

=====

This record from the Open Molecules 2025 dataset describes a molecular structure, C25H48P4PbS at a distorted geometry. The level of theory is the ωB97M-V functional and the def2-TZVPD basis.

Last column: Mulliken charge in e.
Positions of all 79 atoms, in Å:
Pb (0.08, -0.40, -0.51)  1.1932
P (2.20, 0.66, 1.29)  0.6905
P (0.35, 2.60, -1.22)  0.4621
P (-0.07, -2.73, 1.43)  0.5258
H (-1.00, 0.74, -5.52)  0.2846
C (-1.50, -0.24, -5.25)  -0.4825
C (-2.71, -0.19, -4.65)  -0.5510
H (-3.16, 0.71, -4.26)  0.3309
C (3.79, 0.38, 0.41)  -1.2579
C (2.41, 2.38, 1.89)  -0.6565
C (2.46, -0.30, 2.83)  -0.8888
C (-0.84, 2.86, -2.62)  -0.9324
C (0.17, 4.21, -0.33)  -1.2566
C (1.96, 2.87, -2.07)  -1.2974
C (-1.45, -3.67, 0.65)  -0.9438
C (-0.48, -2.91, 3.21)  -1.2164
C (1.30, -3.95, 1.26)  -1.3034
H (-1.05, -1.13, -5.58)  0.3268
H (-3.28, -1.16, -4.51)  0.2606
H (4.62, 0.49, 1.12)  0.4757
H (3.90, 1.10, -0.41)  0.3193
H (3.80, -0.63, -0.01)  0.3919
H (3.22, 2.41, 2.63)  0.5405
H (1.48, 2.73, 2.37)  -0.2179
H (2.66, 3.06, 1.06)  0.4477
H (3.48, -0.09, 3.19)  0.5705
H (2.35, -1.37, 2.64)  0.1022
H (1.73, 0.01, 3.59)  0.1664
H (-0.42, 3.58, -3.32)  0.4927
H (-1.77, 3.25, -2.22)  0.4222
H (-1.03, 1.92, -3.14)  -0.0333
H (0.72, 4.99, -0.87)  0.5170
H (0.55, 4.15, 0.69)  0.2073
H (-0.89, 4.49, -0.28)  0.4462
H (1.95, 3.88, -2.50)  0.5286
H (2.08, 2.13, -2.87)  0.3778
H (2.80, 2.77, -1.38)  0.2912
H (-1.33, -4.73, 0.91)  0.4467
H (-1.42, -3.55, -0.44)  0.1570
H (-2.41, -3.30, 1.04)  0.3701
H (-0.30, -3.95, 3.49)  0.4854
H (-1.53, -2.64, 3.39)  0.4030
H (0.17, -2.24, 3.80)  0.3173
H (0.91, -4.93, 1.53)  0.5052
H (2.11, -3.66, 1.93)  0.4114
H (1.66, -3.95, 0.22)  0.3446
C (0.75, -3.47, -3.12)  1.3651
C (1.74, -4.37, -3.65)  -0.3962
C (1.40, -5.22, -4.68)  -0.6364
C (0.11, -5.25, -5.22)  -0.2983
C (-0.84, -4.36, -4.74)  -0.7230
C (-0.54, -3.48, -3.69)  -0.5244
S (1.15, -2.35, -2.01)  -0.1230
H (-0.85, -0.66, -2.17)  -0.0039
H (2.75, -4.35, -3.22)  0.4720
H (2.19, -5.89, -5.04)  0.4361
H (-0.13, -5.93, -6.03)  0.4944
H (-1.83, -4.33, -5.14)  0.5092
H (-1.31, -2.76, -3.34)  0.3552
C (-2.69, -0.04, 2.62)  -1.3631
P (-1.65, 1.08, 1.60)  0.9771
C (-2.97, 1.98, 0.70)  -1.4601
C (-1.20, 2.31, 2.93)  0.4159
C (-1.46, 3.67, 2.79)  -0.4390
C (-0.93, 4.59, 3.73)  -0.6814
C (-0.19, 4.12, 4.81)  -0.5843
C (0.00, 2.75, 4.99)  -0.7664
C (-0.52, 1.84, 4.07)  -0.4903
H (-2.94, -0.91, 2.02)  0.4163
H (-3.61, 0.50, 2.88)  0.5027
H (-2.19, -0.36, 3.54)  0.3661
H (-3.73, 2.30, 1.42)  0.5397
H (-2.58, 2.85, 0.15)  0.2640
H (-3.42, 1.30, -0.02)  0.4295
H (-2.08, 4.05, 1.97)  0.4394
H (-1.10, 5.66, 3.57)  0.4576
H (0.21, 4.85, 5.53)  0.4331
H (0.56, 2.39, 5.86)  0.4498
H (-0.40, 0.78, 4.24)  0.3923

The calculation puts the energy relative to the best compared isomer or geometry (same formula, charge and spin) at 515.0 kJ/mol. The calculation puts the HOMO energy (alpha / beta) at -0.68490 / -0.68537 Eh. Its charge is +4. Its orbital gap (alpha / beta) is 0.116 / 0.117 Eh. Its total energy is -2936.137240 a.u.

=====

This record from the Open Molecules 2025 dataset describes a molecular structure, C40H38AsCoN5O3S2. The level of theory is the ωB97M-V functional and the def2-TZVPD basis.

Last column: Mulliken charge in e.
Positions of all 90 atoms, in Å:
Co (-0.01, -0.77, 0.37)  -0.5572
N (-0.83, -0.21, 4.32)  0.1165
C (-1.37, -0.45, 3.13)  -0.4158
N (-0.38, -0.54, 2.26)  1.2700
C (0.75, -0.35, 2.99)  -0.5900
N (0.51, -0.15, 4.26)  -0.6821
C (2.00, -0.42, 2.27)  0.8777
C (3.28, -0.31, 2.80)  -0.6396
N (4.36, -0.44, 2.04)  -0.4270
C (4.18, -0.69, 0.75)  -1.0591
C (2.91, -0.81, 0.19)  -0.3303
N (1.83, -0.66, 0.96)  1.5179
H (-1.30, -0.10, 5.21)  0.1997
H (-2.43, -0.54, 2.94)  0.6074
H (3.41, -0.10, 3.86)  0.5666
H (5.06, -0.81, 0.14)  0.4734
H (2.75, -1.00, -0.86)  0.7021
O (0.58, -0.96, -1.41)  -0.4668
S (-0.14, -1.02, -2.79)  0.4413
C (-0.74, -2.70, -2.98)  -0.6946
C (0.37, -3.75, -3.04)  -1.1782
C (1.20, -3.98, -1.77)  0.2645
C (0.54, -4.75, -0.63)  -1.0199
S (-0.93, -3.96, 0.04)  0.3307
O (-0.45, -2.61, 0.64)  -0.0781
C (-1.26, -4.98, 1.43)  0.6430
C (-0.33, -5.15, 2.45)  -0.5114
C (-0.64, -6.00, 3.50)  -0.8689
C (-1.86, -6.67, 3.51)  -0.4491
C (-2.78, -6.50, 2.48)  -0.7484
C (-2.48, -5.64, 1.43)  -0.4057
C (-1.65, -0.12, -2.70)  0.8982
C (-1.72, 1.03, -3.47)  -0.5422
C (-2.88, 1.79, -3.45)  -0.6461
C (-3.95, 1.39, -2.67)  -0.6733
C (-3.87, 0.24, -1.88)  -1.0382
C (-2.71, -0.52, -1.90)  -0.1629
H (-1.27, -2.66, -3.93)  0.6613
H (-1.49, -2.90, -2.21)  0.3927
H (1.05, -3.49, -3.85)  0.4269
H (-0.10, -4.69, -3.34)  0.4235
H (1.59, -3.04, -1.37)  -0.5441
H (2.08, -4.57, -2.05)  0.5481
H (1.23, -4.91, 0.20)  0.6568
H (0.17, -5.73, -0.96)  0.5301
H (0.62, -4.62, 2.44)  0.3503
H (0.07, -6.14, 4.30)  0.4309
H (-2.09, -7.34, 4.32)  0.4379
H (-3.72, -7.03, 2.50)  0.4305
H (-3.19, -5.49, 0.63)  0.4391
H (-0.88, 1.33, -4.09)  0.4932
H (-2.96, 2.68, -4.07)  0.4889
H (-4.87, 1.97, -2.67)  0.5181
H (-4.72, -0.07, -1.29)  0.4917
H (-2.66, -1.43, -1.30)  0.4107
O (-0.46, 0.96, 0.12)  0.7296
As (0.29, 2.49, -0.14)  1.6131
C (-1.09, 3.73, 0.24)  -0.1685
C (-2.42, 3.36, 0.09)  -0.2856
C (-3.41, 4.31, 0.34)  -0.8106
C (-3.06, 5.60, 0.72)  -0.6038
C (-1.72, 5.96, 0.86)  -0.8074
C (-0.73, 5.02, 0.63)  -0.5349
C (1.70, 2.73, 1.12)  0.1895
C (3.03, 2.80, 0.72)  -0.3121
C (4.01, 3.03, 1.68)  -0.8289
C (3.65, 3.19, 3.01)  -0.6195
C (2.32, 3.13, 3.40)  -0.8765
C (1.34, 2.90, 2.45)  -0.6182
C (0.92, 2.69, -1.92)  0.4575
C (0.38, 3.71, -2.69)  -0.5647
C (0.82, 3.88, -4.00)  -0.8494
C (1.77, 3.02, -4.53)  -0.7856
C (2.31, 2.00, -3.75)  -1.0425
C (1.89, 1.84, -2.44)  0.1922
H (-2.68, 2.36, -0.22)  0.3807
H (-4.45, 4.04, 0.23)  0.4818
H (-3.83, 6.33, 0.91)  0.4406
H (-1.46, 6.96, 1.16)  0.4540
H (0.31, 5.30, 0.75)  0.5178
H (3.31, 2.71, -0.32)  0.5187
H (5.05, 3.09, 1.39)  0.4879
H (4.42, 3.39, 3.75)  0.4801
H (2.05, 3.29, 4.44)  0.4564
H (0.29, 2.89, 2.74)  0.5525
H (-0.37, 4.38, -2.29)  0.4974
H (0.41, 4.68, -4.61)  0.4776
H (2.11, 3.15, -5.55)  0.4388
H (3.07, 1.35, -4.16)  0.5061
H (2.32, 1.06, -1.82)  0.5252

The calculation puts the HOMO energy (alpha / beta) at -0.60501 / -0.60503 Eh. Its charge is +3. Its orbital gap (alpha / beta) is 0.246 / 0.247 Eh. Its total energy is -6460.571227 a.u.